144
Properties=species:S:1:pos:R:3:forces:R:3:mulliken_charge:R:1 method="wB97M-V/def2-TZVPD" mol_weight_g_mol=715.16 charge=-1 e_homo_ha=-0.1065 lumo_energy_ha=0.059
C -4.843328 -3.238822 -1.950716 0.2 0.0 0.1 -1.047
C -3.852369 -2.653686 -2.954753 -0.2 0.0 0.0 -0.593
C -3.723226 -1.129961 -2.834639 0.4 -0.2 0.0 0.778
C -2.491379 -0.669261 -2.058646 -0.2 -0.1 -0.1 -0.158
C -2.472887 0.847130 -1.901604 0.1 0.0 0.3 -0.109
C -1.085938 1.464230 -1.677994 -0.1 0.3 0.0 -1.126
C -0.374528 1.897099 -2.975964 0.2 -0.3 0.0 -0.292
C 0.961309 1.208510 -3.266304 -0.2 0.1 -0.2 -1.274
C 0.826170 -0.285066 -3.511435 0.0 -0.1 0.1 0.036
C 2.127710 -0.966916 -3.915789 0.0 -0.1 0.2 -0.684
C 1.960081 -2.474798 -4.177693 0.0 0.0 0.0 -0.867
C 2.666490 -3.364888 -3.156815 -0.2 -0.1 0.1 -1.176
C 1.918643 -3.472363 -1.823901 0.1 0.2 0.1 0.382
C 2.254213 -4.740143 -1.046633 -0.1 0.1 -0.1 -1.016
C 1.668180 -4.763877 0.360761 0.1 -0.2 0.1 -0.870
C 2.199707 -3.652342 1.277417 0.0 0.1 0.0 -0.477
C 2.525828 -4.099329 2.713066 0.0 0.0 0.0 -0.746
C 2.235792 -3.051789 3.809657 0.0 0.1 0.0 0.003
C 3.429773 -2.666829 4.708655 0.0 0.0 -0.1 -0.286
C 3.909606 -1.213984 4.585565 0.1 -0.1 0.0 -1.817
P 3.483362 -0.101213 6.115494 0.0 0.4 -0.3 0.237
C 5.260345 -0.156850 6.885526 -0.1 0.0 0.3 -0.914
N 5.257087 -0.161340 8.361603 0.1 0.1 0.0 -0.673
H -5.770635 -2.671019 -1.982572 -0.1 -0.1 0.0 0.100
H -4.442666 -3.191800 -0.935377 0.0 0.0 0.0 0.329
H -5.063187 -4.285511 -2.168105 0.0 0.0 0.0 0.394
H -2.876704 -3.128728 -2.818699 0.1 0.0 -0.1 0.252
H -4.179257 -2.911090 -3.965990 0.0 0.0 0.0 0.242
H -3.662610 -0.687605 -3.830470 -0.2 0.1 0.0 0.300
H -4.619807 -0.736899 -2.349078 -0.1 0.1 -0.1 -0.673
H -1.599578 -1.022476 -2.584782 -0.1 0.1 0.0 -0.327
H -2.477372 -1.140118 -1.070708 0.1 0.0 0.0 0.279
H -2.932456 1.303968 -2.782418 0.0 0.0 0.0 -0.217
H -3.114558 1.103085 -1.052299 -0.1 0.0 -0.1 0.484
H -1.209849 2.345752 -1.045390 0.1 0.0 0.0 0.449
H -0.449704 0.782875 -1.105558 -0.1 -0.1 0.0 0.588
H -1.023145 1.701069 -3.835226 0.0 0.0 0.0 0.244
H -0.202893 2.976646 -2.951328 0.0 0.0 0.0 0.365
H 1.349388 1.657971 -4.184495 0.2 0.1 0.1 0.238
H 1.673378 1.392986 -2.455759 0.0 0.0 0.0 0.408
H 0.076672 -0.447829 -4.295037 0.0 0.0 0.0 0.401
H 0.460562 -0.783878 -2.607141 0.0 0.0 -0.1 -0.061
H 2.844077 -0.835120 -3.098113 0.1 0.1 -0.1 0.408
H 2.551729 -0.468697 -4.791279 0.0 0.0 0.0 0.425
H 0.891897 -2.714835 -4.151356 0.0 0.0 -0.1 0.382
H 2.299963 -2.729778 -5.183882 0.1 0.1 0.0 0.382
H 3.666648 -2.969155 -2.960515 0.1 -0.1 -0.1 0.338
H 2.785550 -4.371474 -3.569710 0.0 0.0 0.0 0.429
H 0.839293 -3.433126 -2.007235 0.0 -0.1 0.0 0.055
H 2.156923 -2.605742 -1.200111 -0.1 0.1 0.0 0.138
H 1.876736 -5.596256 -1.616096 0.1 -0.1 0.0 0.419
H 3.343136 -4.844335 -0.987014 0.0 0.0 0.0 0.380
H 0.577038 -4.713358 0.290362 0.0 0.0 0.0 0.290
H 1.893451 -5.734227 0.813723 0.0 0.0 0.0 0.457
H 3.102512 -3.234257 0.821808 0.0 0.1 0.1 0.258
H 1.478339 -2.834533 1.330561 0.0 0.0 -0.1 0.386
H 1.971046 -5.019471 2.920109 0.0 0.0 0.0 0.437
H 3.584445 -4.366162 2.765595 0.0 -0.1 0.0 0.297
H 1.419005 -3.419902 4.435773 -0.1 0.0 0.0 -0.499
H 1.865605 -2.141188 3.333309 -0.1 0.0 0.1 0.456
H 4.256150 -3.353930 4.495036 0.0 -0.1 0.1 0.396
H 3.144842 -2.838880 5.752561 0.0 0.0 0.0 0.158
H 3.442840 -0.714976 3.730284 0.0 0.0 0.0 0.564
H 4.991256 -1.181234 4.413131 0.0 0.0 0.0 0.505
H 3.139237 -1.273160 6.947162 0.1 -0.1 0.1 -0.325
H 3.099007 0.802130 7.248161 0.1 0.0 0.0 0.018
H 3.841533 1.098235 5.289217 0.0 -0.1 0.0 -0.027
H 2.079259 -0.019114 5.622896 0.0 0.0 0.1 0.041
H 5.818581 0.719798 6.535853 0.1 0.0 -0.1 0.212
H 5.789545 -1.064567 6.577538 0.0 0.0 -0.1 0.470
H 4.624397 0.579016 8.661938 -0.2 -0.1 -0.1 0.223
H 4.769928 -1.007080 8.646882 0.0 0.0 0.0 0.289
C -5.910297 -1.198693 -6.715892 0.1 0.0 0.0 -1.226
C -6.529346 -0.295168 -5.666523 0.1 0.0 0.0 0.075
O -5.590159 0.650430 -5.154208 -0.1 0.0 0.0 -0.234
H -5.054355 -1.728731 -6.296190 0.0 0.0 0.0 0.234
H -6.634338 -1.933012 -7.073525 0.0 0.0 0.0 0.367
H -5.561455 -0.621823 -7.576552 0.0 0.0 0.0 0.386
H -6.862163 -0.878989 -4.810641 0.0 0.0 0.0 -0.086
H -7.400830 0.228270 -6.077847 0.0 0.0 0.0 0.376
H -5.283573 1.199851 -5.882222 0.0 0.0 0.0 0.162
C -10.036600 -3.142086 -3.582113 0.0 0.1 0.0 -1.118
C -8.566643 -3.377462 -3.291900 0.0 0.0 0.0 -0.338
O -7.833806 -2.162913 -3.174276 -0.2 0.0 0.0 -0.367
H -10.156017 -2.561483 -4.497482 0.0 0.0 0.0 0.266
H -10.566015 -4.089038 -3.696993 0.0 0.0 0.0 0.370
H -10.508187 -2.589207 -2.766406 0.0 0.0 0.0 0.316
H -8.094673 -3.920615 -4.110516 0.0 0.0 0.0 0.313
H -8.449622 -3.977779 -2.383371 0.0 0.0 0.0 0.299
H -8.205296 -1.656652 -2.443951 0.0 0.0 0.0 0.216
C -5.474419 2.990450 -2.541081 0.0 0.1 0.1 -0.806
C -6.436667 1.894677 -2.131724 -0.1 0.0 0.0 0.096
O -7.326028 2.303638 -1.091481 0.0 0.0 0.0 -0.594
H -4.885379 3.323872 -1.684804 0.0 -0.1 0.0 0.316
H -4.799153 2.629915 -3.316335 0.0 0.0 0.0 -0.009
H -6.016945 3.859130 -2.927635 0.0 0.0 -0.1 0.554
H -5.892519 1.041103 -1.731173 0.0 0.0 0.0 -0.087
H -7.000252 1.549571 -3.003312 0.0 0.0 0.0 0.127
H -7.831078 3.056371 -1.412176 0.0 0.0 0.0 0.327
C 1.661970 3.167593 -7.771801 0.0 0.0 0.1 -1.104
C 0.749169 2.003582 -7.433873 0.0 0.0 0.0 -0.274
O -0.038585 2.251907 -6.279877 -0.1 0.1 0.0 -0.316
H 2.316414 3.391676 -6.928438 0.0 0.0 0.0 0.283
H 2.280044 2.940014 -8.641916 0.0 0.0 0.0 0.372
H 1.077576 4.063180 -7.996620 0.0 0.0 0.0 0.299
H 1.335285 1.113761 -7.200156 0.0 0.0 0.0 0.265
H 0.108062 1.762724 -8.289882 0.0 0.0 0.0 0.327
H -0.591799 3.029580 -6.437821 0.0 -0.1 0.0 0.187
C 7.061287 4.156422 9.275289 0.0 0.0 0.0 -0.899
C 5.549588 4.285868 9.336509 0.1 -0.1 0.0 -0.305
O 4.904157 3.521644 8.336976 0.0 0.1 0.0 -0.474
H 7.421932 4.449202 8.290307 0.0 0.0 0.0 0.132
H 7.545472 4.792794 10.019281 0.0 0.0 0.0 0.345
H 7.363990 3.122446 9.455953 0.0 0.0 0.0 0.374
H 5.247311 5.318431 9.151388 0.0 0.0 0.0 0.288
H 5.188081 4.009148 10.335496 0.0 0.0 0.0 0.261
H 5.133230 2.592018 8.449313 0.0 0.0 -0.1 0.208
C -0.955322 -4.033383 6.632731 0.0 0.1 0.0 -1.060
C 0.405856 -4.197653 7.287289 -0.1 0.0 0.0 -0.297
O 1.050374 -2.961910 7.518889 0.0 -0.2 0.0 -0.448
H -0.854142 -3.482465 5.697180 0.0 0.0 0.0 0.266
H -1.413071 -5.003067 6.424790 0.0 0.0 0.0 0.312
H -1.630828 -3.471726 7.283270 0.0 0.0 0.0 0.366
H 1.076634 -4.748896 6.626368 0.0 0.0 0.0 0.257
H 0.310319 -4.774045 8.217601 0.0 0.0 0.0 0.336
H 0.512996 -2.420399 8.104169 0.0 0.1 0.0 0.262
C 9.300637 6.248684 4.632087 0.0 0.1 0.0 -1.045
C 9.169498 5.535456 5.964343 0.0 -0.1 0.0 -0.207
O 8.637355 6.374834 6.983694 0.1 0.1 -0.1 -0.508
H 9.930654 7.133448 4.733450 0.0 0.0 0.0 0.263
H 9.738608 5.589498 3.881173 0.0 0.0 0.0 0.327
H 8.321429 6.567569 4.267653 0.0 0.0 0.0 0.331
H 10.147720 5.223898 6.330194 0.0 0.0 0.0 0.275
H 8.554654 4.636322 5.853971 0.0 0.0 0.0 0.255
H 7.754203 6.645408 6.713822 0.0 0.0 0.0 0.302
C -2.893313 5.642991 -3.579773 0.0 0.1 0.0 -1.192
C -2.722667 4.538479 -4.598841 0.0 0.0 0.0 0.477
O -1.940680 4.961707 -5.719092 0.2 -0.1 -0.1 -0.606
H -3.362167 6.514583 -4.038175 0.0 0.0 0.0 0.324
H -3.509960 5.309990 -2.744577 0.0 0.0 0.0 0.283
H -1.922992 5.950569 -3.181911 0.0 0.0 0.0 0.366
H -3.687523 4.240690 -5.009573 0.0 0.0 0.0 0.255
H -2.269218 3.660737 -4.137964 0.0 -0.1 0.0 -0.209
H -1.076612 5.227531 -5.383585 0.0 0.0 0.0 0.342